{"formula": "C34H55Br2F3IMgNO7PSSi", "method": "ωB97M-V/def2-TZVPD", "symbols": ["C", "C", "O", "C", "C", "I", "O", "P", "C", "C", "F", "C", "C", "C", "C", "C", "C", "C", "C", "O", "C", "C", "C", "C", "N", "O", "C", "F", "F", "C", "C", "Si", "C", "C", "C", "C", "C", "C", "C", "C", "H", "H", "H", "H", "H", "H", "H", "H", "H", "H", "H", "H", "H", "H", "H", "H", "H", "H", "H", "H", "H", "H", "H", "H", "H", "H", "H", "H", "H", "H", "H", "H", "H", "H", "H", "H", "H", "H", "H", "H", "H", "H", "H", "O", "S", "O", "O", "C", "C", "C", "H", "H", "H", "H", "H", "H", "H", "H", "Br", "C", "C", "Br", "H", "H", "H", "H", "Mg"], "coordinates": [[1.00, -2.40, 3.98], [1.51, -3.02, 2.70], [0.96, -2.29, 1.61], [1.17, -2.92, 0.36], [1.41, -1.82, -0.69], [2.06, -2.95, -2.44], [2.43, -1.04, -0.23], [2.01, 0.51, 0.48], [1.32, 2.13, 1.29], [1.27, 2.11, 2.79], [0.46, 3.16, 3.24], [3.83, 0.49, 1.22], [4.35, 1.85, 1.42], [4.88, 2.23, 2.67], [5.41, 3.48, 2.85], [5.41, 4.40, 1.80], [4.90, 4.05, 0.54], [4.90, 5.05, -0.58], [4.38, 2.79, 0.37], [0.39, 0.16, -0.01], [0.24, -0.81, -1.02], [0.50, -0.13, -2.37], [-0.07, 1.28, -2.55], [0.67, 1.93, -3.70], [0.34, 1.42, -4.97], [1.54, 2.75, -3.52], [-1.18, -1.41, -0.85], [-1.40, -1.68, 0.47], [-1.19, -2.62, -1.51], [-2.36, -0.62, -1.37], [-2.59, 0.68, -0.58], [-3.79, 0.65, 0.88], [-4.05, -1.02, 1.66], [-3.13, 1.83, 2.17], [-5.44, 1.38, 0.28], [-6.17, 2.17, 1.14], [-7.38, 2.73, 0.73], [-7.88, 2.52, -0.54], [-7.15, 1.73, -1.41], [-5.95, 1.17, -1.00], [-0.02, -2.73, 4.19], [1.62, -2.72, 4.82], [1.01, -1.31, 3.91], [1.20, -4.06, 2.64], [2.60, -2.97, 2.65], [2.08, -3.51, 0.39], [0.35, -3.58, 0.11], [2.40, 1.21, -0.69], [1.66, -0.15, 1.76], [1.83, 3.02, 0.92], [0.30, 2.20, 0.94], [2.24, 2.25, 3.26], [0.79, 1.19, 3.15], [3.83, -0.08, 2.14], [4.41, -0.07, 0.49], [4.87, 1.52, 3.48], [5.83, 3.75, 3.81], [5.81, 5.39, 1.95], [4.46, 4.62, -1.47], [5.90, 5.41, -0.79], [4.28, 5.91, -0.30], [3.98, 2.52, -0.60], [1.58, -0.03, -2.43], [0.17, -0.77, -3.19], [0.10, 1.90, -1.68], [-1.13, 1.26, -2.80], [-0.54, 1.78, -5.31], [1.06, 1.73, -5.61], [-3.21, -1.29, -1.29], [-2.21, -0.42, -2.42], [-2.98, 1.44, -1.27], [-1.65, 1.08, -0.20], [-3.12, -1.33, 2.13], [-4.38, -1.79, 0.97], [-4.79, -0.94, 2.45], [-3.62, 1.72, 3.14], [-3.24, 2.87, 1.86], [-2.07, 1.64, 2.33], [-5.81, 2.37, 2.14], [-7.88, 3.33, 1.48], [-8.82, 2.95, -0.86], [-7.53, 1.55, -2.41], [-5.40, 0.55, -1.69], [4.69, -7.58, -3.23], [5.27, -7.40, -4.53], [6.69, -7.48, -4.67], [4.76, -6.02, -5.12], [4.90, -4.85, -4.28], [6.31, -4.30, -4.26], [4.49, -8.45, -5.70], [4.54, -5.09, -3.27], [4.21, -4.12, -4.71], [6.99, -4.99, -3.76], [6.32, -3.35, -3.73], [6.67, -4.15, -5.28], [3.42, -8.35, -5.60], [4.81, -9.47, -5.46], [4.83, -8.17, -6.69], [-8.34, 4.48, 3.69], [-8.21, 2.67, 4.49], [-7.68, 2.77, 5.90], [-5.79, 3.18, 5.89], [-7.55, 2.10, 3.84], [-9.22, 2.25, 4.46], [-7.80, 1.81, 6.39], [-8.18, 3.54, 6.48], [-9.66, 3.69, 1.78]], "total_charge": 1, "energy_ev": -241745.87296, "lumo_ev": -7.1, "homo_lumo_gap_ev": 1.109}

---

{"formula": "C34H56BCl22O4P", "method": "ωB97M-V/def2-TZVPD", "symbols": ["C", "C", "B", "O", "C", "C", "C", "C", "C", "C", "C", "O", "C", "C", "P", "O", "C", "O", "H", "H", "H", "H", "H", "H", "H", "H", "H", "H", "H", "H", "Cl", "C", "C", "Cl", "H", "H", "H", "H", "Cl", "C", "C", "Cl", "H", "H", "H", "H", "Cl", "C", "C", "Cl", "H", "H", "H", "H", "Cl", "C", "C", "Cl", "H", "H", "H", "H", "Cl", "C", "C", "Cl", "H", "H", "H", "H", "Cl", "C", "C", "Cl", "H", "H", "H", "H", "Cl", "C", "C", "Cl", "H", "H", "H", "H", "Cl", "C", "C", "Cl", "H", "H", "H", "H", "Cl", "C", "C", "Cl", "H", "H", "H", "H", "Cl", "C", "C", "Cl", "H", "H", "H", "H", "Cl", "C", "C", "Cl", "H", "H", "H", "H"], "coordinates": [[-2.31, -2.57, -1.22], [-2.62, -1.43, -2.27], [-1.40, -0.44, -2.52], [-1.56, 0.95, -2.65], [0.09, -1.01, -2.66], [0.40, -1.79, -3.83], [1.71, -2.32, -3.99], [2.74, -2.13, -3.02], [2.40, -1.37, -1.88], [1.09, -0.80, -1.67], [0.83, -0.01, -0.37], [0.15, 0.99, -0.30], [1.57, -0.58, 0.86], [2.79, -1.11, 0.67], [3.62, -1.83, 2.16], [5.11, -1.80, 2.12], [3.43, -1.13, -0.75], [4.60, -0.93, -0.93], [-2.79, -2.39, -0.24], [-1.22, -2.74, -1.06], [-2.75, -3.52, -1.61], [-3.46, -0.82, -1.86], [-2.92, -1.92, -3.22], [-1.78, 1.27, -1.76], [-0.37, -1.99, -4.59], [1.90, -2.93, -4.90], [3.76, -2.52, -3.12], [1.13, -0.59, 1.87], [3.23, -3.21, 2.17], [3.03, -1.25, 3.31], [1.07, 5.99, -3.75], [0.22, 4.49, -4.21], [0.80, 3.27, -3.52], [2.44, 2.88, -4.10], [0.27, 4.39, -5.30], [-0.82, 4.61, -3.93], [0.17, 2.40, -3.72], [0.84, 3.42, -2.44], [0.61, -0.79, 4.81], [0.38, 0.94, 5.21], [1.22, 1.84, 4.34], [2.96, 1.67, 4.68], [0.61, 1.07, 6.26], [-0.68, 1.16, 5.06], [0.96, 2.88, 4.52], [1.07, 1.63, 3.28], [-3.70, 3.19, -5.08], [-3.12, 3.94, -6.58], [-2.21, 3.01, -7.36], [-0.67, 2.72, -6.52], [-2.61, 4.87, -6.32], [-3.99, 4.19, -7.18], [-1.98, 3.45, -8.33], [-2.69, 2.04, -7.53], [-5.19, 0.07, 3.79], [-4.29, 0.39, 5.30], [-3.78, 1.81, 5.36], [-2.49, 2.11, 4.16], [-3.47, -0.34, 5.36], [-4.97, 0.21, 6.12], [-3.35, 2.00, 6.34], [-4.57, 2.53, 5.19], [-2.90, -2.33, 5.80], [-2.04, -3.80, 6.35], [-0.97, -4.23, 5.39], [-1.64, -4.83, 3.85], [-2.78, -4.58, 6.50], [-1.60, -3.56, 7.32], [-0.39, -5.05, 5.82], [-0.29, -3.41, 5.16], [-3.63, -8.25, 5.02], [-4.33, -8.96, 3.55], [-3.82, -8.29, 2.29], [-4.41, -6.62, 2.13], [-5.41, -8.89, 3.62], [-4.05, -10.01, 3.54], [-4.16, -8.84, 1.42], [-2.73, -8.27, 2.27], [5.11, -3.36, 4.93], [6.67, -2.50, 4.82], [7.65, -2.96, 5.87], [7.16, -2.47, 7.52], [6.47, -1.44, 4.89], [7.07, -2.71, 3.83], [8.62, -2.52, 5.69], [7.76, -4.05, 5.87], [2.10, -5.05, 0.53], [2.71, -6.30, -0.58], [3.60, -5.72, -1.65], [2.69, -4.69, -2.80], [1.85, -6.81, -1.01], [3.27, -7.02, 0.01], [4.05, -6.53, -2.24], [4.40, -5.12, -1.23], [-11.22, -0.62, 2.62], [-9.65, 0.22, 2.54], [-8.69, -0.26, 3.60], [-9.20, 0.22, 5.24], [-9.84, 1.29, 2.63], [-9.24, 0.03, 1.55], [-7.71, 0.18, 3.44], [-8.58, -1.34, 3.58], [1.31, 11.24, -2.87], [1.88, 9.94, -3.96], [2.82, 10.47, -5.03], [1.98, 11.51, -6.21], [1.00, 9.46, -4.40], [2.39, 9.21, -3.34], [3.24, 9.63, -5.59], [3.64, 11.04, -4.59], [4.08, 7.27, -4.67], [4.64, 5.98, -5.76], [5.58, 6.50, -6.82], [4.74, 7.55, -8.00], [3.77, 5.50, -6.19], [5.16, 5.25, -5.14], [6.00, 5.67, -7.38], [6.40, 7.07, -6.39]], "smiles": "CCB(O)c1cccc2c1C(=O)C=C([PH2]=O)C2=O.ClCCCl.ClCCCl.ClCCCl.ClCCCl.ClCCCl.ClCCCl.ClCCCl.ClCCCl.ClCCCl.ClCCCl.ClCCCl", "energy_ev": -329816.95321, "lumo_ev": -1.0, "homo_lumo_gap_ev": 8.285}

---

{"formula": "C34H56BClF7N6O14PS2", "method": "ωB97M-V/def2-TZVPD", "symbols": ["C", "C", "C", "P", "O", "O", "S", "C", "Cl", "C", "C", "C", "O", "C", "C", "O", "C", "C", "C", "C", "C", "N", "S", "O", "O", "O", "C", "C", "B", "O", "O", "C", "F", "F", "C", "F", "F", "C", "F", "F", "F", "H", "H", "H", "H", "H", "H", "H", "H", "H", "H", "H", "H", "H", "H", "H", "H", "H", "H", "H", "H", "H", "C", "N", "C", "C", "O", "H", "H", "H", "H", "H", "H", "H", "C", "N", "C", "C", "O", "H", "H", "H", "H", "H", "H", "H", "C", "N", "C", "C", "O", "H", "H", "H", "H", "H", "H", "H", "C", "N", "C", "C", "O", "H", "H", "H", "H", "H", "H", "H", "C", "N", "C", "C", "O", "H", "H", "H", "H", "H", "H", "H"], "coordinates": [[-0.32, -2.44, 1.01], [-0.82, -1.25, 1.49], [-1.28, -0.07, 0.64], [-1.91, -0.83, -0.94], [-0.67, -1.45, -1.74], [-2.57, 0.26, -1.91], [-3.16, -2.31, -0.71], [0.09, 0.65, 0.25], [0.09, 1.49, -1.35], [0.87, 1.40, 1.38], [2.00, 0.49, 1.88], [3.02, 0.14, 0.80], [2.83, -1.19, 0.29], [3.45, -1.30, -0.93], [2.58, -1.39, -2.15], [4.63, -1.34, -1.03], [1.34, 2.81, 1.03], [2.66, 3.22, 1.22], [3.02, 4.53, 0.92], [2.05, 5.39, 0.46], [0.76, 4.88, 0.31], [0.39, 3.64, 0.59], [-0.20, 1.68, 2.88], [-0.25, 3.07, 3.22], [0.38, 0.92, 3.96], [-1.67, 1.12, 2.70], [-2.27, 0.85, 1.41], [-2.55, 2.18, 0.71], [-2.99, 3.44, 1.57], [-3.20, 3.50, 2.92], [-3.19, 4.62, 0.85], [-3.62, 0.19, 1.88], [-3.55, -1.12, 2.18], [-3.95, 0.76, 3.07], [-4.92, 0.42, 1.04], [-5.47, 1.62, 1.32], [-4.80, 0.35, -0.29], [-6.04, -0.63, 1.41], [-5.89, -1.79, 0.83], [-6.24, -0.73, 2.72], [-7.18, -0.11, 0.90], [-0.93, -3.34, 1.10], [0.68, -2.57, 0.59], [-0.94, -1.14, 2.57], [-0.97, -2.30, -2.10], [-2.69, -0.15, -2.77], [0.71, -0.20, -0.01], [2.54, 0.99, 2.68], [1.64, -0.43, 2.33], [4.05, 0.29, 1.13], [2.90, 0.84, -0.04], [2.42, -0.42, -2.61], [3.14, -1.99, -2.87], [1.64, -1.91, -1.97], [3.43, 2.57, 1.61], [4.05, 4.84, 1.09], [2.33, 6.41, 0.24], [-0.01, 5.55, -0.06], [-1.64, 2.52, 0.21], [-3.27, 2.08, -0.11], [-2.60, 4.13, 3.33], [-3.66, 4.37, 0.04], [8.12, -3.48, -3.55], [6.69, -3.45, -3.79], [5.80, -4.48, -3.72], [6.34, -5.84, -3.36], [4.62, -4.29, -3.95], [8.36, -2.80, -2.73], [8.65, -3.15, -4.44], [8.45, -4.48, -3.29], [6.27, -2.57, -4.03], [5.52, -6.55, -3.35], [7.08, -6.17, -4.09], [6.80, -5.82, -2.37], [-1.74, 2.26, -7.15], [-1.43, 2.54, -5.76], [-0.23, 2.44, -5.13], [0.96, 1.99, -5.96], [-0.12, 2.70, -3.95], [-2.14, 3.17, -7.62], [-2.50, 1.48, -7.21], [-0.86, 1.95, -7.70], [-2.17, 2.84, -5.15], [1.83, 1.96, -5.32], [0.78, 0.99, -6.36], [1.14, 2.68, -6.77], [-6.67, -2.43, 7.22], [-7.43, -3.56, 6.72], [-7.85, -3.81, 5.45], [-7.48, -2.79, 4.40], [-8.49, -4.81, 5.19], [-5.74, -2.79, 7.67], [-7.25, -1.91, 7.99], [-6.44, -1.74, 6.42], [-7.71, -4.28, 7.38], [-7.88, -3.12, 3.44], [-7.92, -1.82, 4.64], [-6.40, -2.70, 4.32], [7.25, 8.88, -0.76], [6.00, 8.63, -0.06], [5.01, 7.76, -0.39], [5.20, 6.92, -1.63], [4.01, 7.67, 0.30], [8.08, 8.67, -0.09], [7.29, 9.93, -1.06], [7.34, 8.26, -1.64], [5.80, 9.16, 0.77], [4.34, 6.28, -1.76], [5.30, 7.56, -2.51], [6.09, 6.29, -1.54], [-2.02, -9.05, 1.27], [-1.53, -7.92, 0.50], [-1.74, -6.59, 0.72], [-2.60, -6.21, 1.91], [-1.26, -5.76, -0.02], [-1.17, -9.63, 1.65], [-2.62, -9.69, 0.63], [-2.62, -8.72, 2.11], [-0.95, -8.10, -0.30], [-2.67, -5.13, 1.95], [-3.60, -6.63, 1.81], [-2.14, -6.56, 2.84]], "smiles": "C=C[C@]1(P(O)(O)=S)[C@@H](Cl)[C@@](CCOC(C)=O)(c2ccccn2)S(=O)(=O)O[C@]1(CB(O)O)C(F)(F)C(F)(F)C(F)(F)F.CNC(C)=O.CNC(C)=O.CNC(C)=O.CNC(C)=O.CNC(C)=O", "de_lowest_kj_mol": 0.0, "energy_ev": -136954.35068, "lumo_ev": -0.2, "homo_lumo_gap_ev": 7.434}

---

{"formula": "C34H56BN5O4", "method": "ωB97M-V/def2-TZVPD", "symbols": ["H", "N", "C", "C", "C", "C", "C", "C", "C", "N", "C", "C", "C", "O", "O", "C", "C", "C", "C", "C", "C", "C", "C", "C", "C", "C", "C", "C", "C", "C", "C", "B", "O", "N", "C", "C", "C", "O", "C", "N", "H", "H", "H", "H", "H", "H", "H", "H", "H", "H", "H", "H", "H", "H", "H", "H", "H", "H", "H", "H", "H", "H", "H", "H", "H", "H", "H", "H", "H", "H", "H", "H", "H", "H", "H", "H", "H", "H", "H", "H", "H", "H", "H", "H", "H", "H", "H", "H", "C", "C", "C", "C", "N", "H", "H", "H", "H", "H", "H", "H"], "coordinates": [[-5.79, 2.05, -1.40], [-5.47, 1.49, -2.19], [-4.97, 0.39, -1.81], [-4.49, -0.55, -2.88], [-4.87, 0.00, -0.34], [-3.46, -0.21, 0.24], [-3.05, -1.69, 0.31], [-1.97, -2.11, 1.09], [-1.62, -3.46, 1.10], [-2.24, -4.43, 0.43], [-3.27, -4.01, -0.31], [-3.70, -2.69, -0.42], [-2.25, 0.45, -0.49], [-2.06, 0.60, -1.65], [-1.31, 0.73, 0.44], [-1.91, 1.14, 1.68], [-2.06, 2.66, 1.72], [-0.79, 3.49, 1.60], [-0.16, 3.53, 0.20], [1.03, 4.50, 0.18], [2.29, 3.91, 0.83], [3.38, 3.43, -0.17], [3.58, 1.91, -0.13], [3.95, 1.32, -1.50], [4.94, 0.15, -1.40], [4.28, -1.14, -0.88], [5.15, -1.93, 0.10], [5.42, -1.19, 1.42], [5.45, -2.11, 2.63], [4.09, -2.23, 3.35], [4.19, -2.36, 4.89], [-1.12, 0.63, 2.98], [-1.58, 1.13, 4.17], [-0.01, -0.29, 2.82], [0.26, -1.16, 3.98], [1.19, 0.34, 2.27], [-3.34, 0.54, 1.56], [-3.89, -0.15, 2.73], [-4.69, 0.58, 3.42], [-5.40, 1.26, 4.00], [-3.56, -1.04, -2.63], [-5.26, -1.30, -3.08], [-4.36, 0.03, -3.78], [-5.46, -0.90, -0.21], [-5.40, 0.77, 0.21], [-1.40, -1.42, 1.68], [-0.76, -3.76, 1.70], [-3.80, -4.77, -0.87], [-4.53, -2.47, -1.07], [-2.56, 2.95, 2.65], [-2.73, 2.99, 0.92], [-0.03, 3.22, 2.34], [-1.07, 4.52, 1.84], [-0.92, 3.93, -0.47], [0.17, 2.55, -0.12], [1.27, 4.77, -0.85], [0.77, 5.42, 0.69], [2.74, 4.64, 1.52], [2.05, 3.05, 1.45], [3.07, 3.69, -1.18], [4.31, 3.93, 0.07], [2.65, 1.43, 0.20], [4.38, 1.68, 0.57], [4.42, 2.11, -2.09], [3.05, 0.99, -2.02], [5.73, 0.44, -0.71], [5.40, -0.03, -2.37], [3.37, -0.87, -0.34], [3.99, -1.77, -1.72], [6.09, -2.20, -0.37], [4.60, -2.84, 0.34], [4.63, -0.45, 1.55], [6.35, -0.62, 1.37], [6.18, -1.75, 3.36], [5.74, -3.12, 2.31], [3.54, -1.31, 3.14], [3.51, -3.06, 2.95], [3.94, -3.37, 5.20], [3.49, -1.68, 5.37], [5.19, -2.11, 5.24], [-0.89, 1.08, 4.83], [-0.29, -0.88, 4.88], [1.32, -1.19, 4.22], [-0.03, -2.18, 3.74], [0.89, 1.08, 1.53], [1.81, 0.81, 3.04], [1.78, -0.40, 1.74], [-3.97, 1.43, 1.45], [-3.59, -2.33, -7.53], [-3.02, -1.76, -6.24], [-2.38, -0.38, -6.41], [-1.27, -0.42, -7.37], [-0.41, -0.45, -8.12], [-2.82, -2.47, -8.28], [-4.06, -3.29, -7.35], [-4.35, -1.66, -7.95], [-2.28, -2.45, -5.84], [-3.81, -1.68, -5.49], [-2.00, -0.01, -5.46], [-3.12, 0.34, -6.78]], "smiles": "[H]/N=C(/C)C[C@@]1(c2ccncc2)C(=O)O[C@](CCCCCCCCCCCCCCC)(B(O)N(C)C)[C@@H]1OC#N.CCCC#N", "energy_ev": -52483.49368, "lumo_ev": 0.0, "homo_lumo_gap_ev": 9.709}

---

Question: Number 1 is which compound?
Answer: C34H55Br2F3IMgNO7PSSi